Entry from the OMol25 dataset: C27H25MnN8O7S as an isolated structure (ωB97M-V/def2-TZVPD).

```
! RIJCOSX wB97M-V def2-TZVPD def2/J DEFGRID3
* xyz 0 5
Mn -1.0508 -0.2476 -0.2416
O -2.8279 -0.4691 -0.7319
C -3.2397 -1.4994 -1.4469
C -4.4836 -2.0700 -1.1396
C -4.9659 -3.1354 -1.8686
C -4.2452 -3.6635 -2.9439
C -3.0353 -3.0926 -3.2759
C -2.5090 -2.0300 -2.5293
C -1.2934 -1.3725 -2.9584
N -0.6607 -0.5571 -2.1987
N 0.3308 0.2295 -2.7598
C 0.4550 1.3128 -2.0172
O -0.2026 1.5475 -0.9602
C 1.4580 2.3208 -2.4701
C 1.9210 3.2686 -1.5631
C 2.8612 4.2118 -1.9462
C 3.3373 4.2194 -3.2480
C 2.8768 3.2770 -4.1591
C 1.9445 2.3286 -3.7736
H -5.0448 -1.6488 -0.3190
H -5.9257 -3.5604 -1.6059
H -4.6389 -4.4888 -3.5177
H -2.4749 -3.4565 -4.1281
H -0.9438 -1.4846 -3.9859
H 1.5511 3.2407 -0.5444
H 3.2256 4.9331 -1.2279
H 4.0682 4.9541 -3.5527
H 3.2472 3.2820 -5.1740
H 1.5846 1.5886 -4.4707
C -1.4920 -1.7702 4.1347
N -1.5127 -2.5818 2.9260
C -1.3689 -3.9319 2.9588
C -1.2721 -4.6633 1.8296
C -1.3201 -3.9479 0.5921
N -1.4366 -2.6307 0.5671
C -1.4847 -1.9466 1.7188
O -1.5007 -0.6914 1.6923
N -1.2805 -4.5960 -0.5763
H -1.6925 -2.4186 4.9847
H -2.2542 -0.9969 4.0641
H -0.5147 -1.3003 4.2438
H -1.3425 -4.3736 3.9445
H -1.1706 -5.7344 1.8685
H -1.1004 -5.5838 -0.6231
H -1.3374 -4.0590 -1.4286
N -1.5539 4.3254 -0.0917
C -1.6408 3.4096 0.8934
N -0.6407 3.4312 1.8035
S -2.9433 2.3738 1.0330
H -0.6574 4.7168 -0.3298
H -2.1999 4.1902 -0.8549
H 0.2616 3.8248 1.5748
H -0.6422 2.6598 2.4564
O 1.2400 -2.1290 1.7754
C 1.4247 -1.0236 1.2796
O 0.7959 -0.4689 0.3222
C 2.5037 -0.1090 1.8040
C 3.4203 -0.5474 2.7538
C 4.4076 0.3082 3.2259
C 4.4844 1.6121 2.7507
C 3.5500 2.0147 1.8129
C 2.5645 1.1895 1.3282
N 3.6113 3.4004 1.3011
O 2.6335 3.8184 0.6893
O 4.5780 4.0704 1.6010
H 3.3435 -1.5658 3.1042
H 5.1221 -0.0356 3.9599
H 5.2437 2.3016 3.0876
H 1.8553 1.5208 0.5811
*
```

Calculated values
Expectation value of S²: 6.06
Relative energy (zero: lowest compared OMol25 entry of this formula, charge and spin) (kcal/mol): 20.8
HOMO-LUMO gap (alpha / beta) (eV): 7.04 / 7.26
Highest occupied orbital energy (alpha / beta) (hartree): -0.2824 / -0.2845
E_LUMO (alpha / beta) (eV): -0.6410 / -0.4868

Results of the Mulliken charge analysis, in e, for atoms 1 through 4: 0.165 -0.648 0.720 -0.594

Entry from the OMol25 dataset: one molecule with the formula C27H25N5O5 (ωB97M-V/def2-TZVPD).

```
! RIJCOSX wB97M-V def2-TZVPD def2/J DEFGRID3
* xyz 0 1
C 4.7454 3.0602 -2.0366
O 5.4544 2.2083 -1.1670
C 4.7568 1.4889 -0.2487
C 5.5140 0.6802 0.5990
C 4.8917 -0.0825 1.5647
C 3.5144 -0.0572 1.6965
C 2.7510 0.7310 0.8444
C 1.2521 0.6734 1.0016
C 0.4063 1.7756 0.3462
O 0.5937 2.1836 -0.7849
N -0.6209 2.1673 1.1191
C -1.6871 3.0081 0.6277
C -3.0192 2.3352 0.7527
C -3.4176 1.2119 1.4145
C -4.8124 1.0960 1.1867
C -5.1537 2.1555 0.4101
O -4.0745 2.9141 0.1406
N 0.7143 -0.5712 0.4279
C 1.2566 -0.9656 -0.8589
C 2.4682 -1.8303 -0.7104
C 3.7065 -1.7655 -1.2756
C 4.4415 -2.8515 -0.7407
C 3.5965 -3.4921 0.1082
O 2.3965 -2.8866 0.1301
C -0.3159 -1.1407 1.0836
O -0.7965 -0.6295 2.0826
C -0.8859 -2.4533 0.5529
N -2.2372 -2.2567 0.1058
N -3.2054 -3.1017 0.4881
N -4.3169 -2.7712 -0.0154
C -4.1428 -1.6539 -0.7758
C -5.0398 -0.9005 -1.5314
C -4.5384 0.1954 -2.1904
C -3.1848 0.5491 -2.1075
C -2.2801 -0.1805 -1.3710
C -2.7715 -1.2971 -0.7036
C 3.3717 1.5073 -0.1237
H 4.0519 2.5012 -2.6725
H 4.1917 3.8264 -1.4857
H 5.5003 3.5375 -2.6593
H 6.5858 0.6726 0.4816
H 5.4834 -0.7024 2.2210
H 3.0292 -0.6570 2.4521
H 1.0204 0.6367 2.0719
H -0.7990 1.6754 1.9832
H -1.6978 3.9551 1.1853
H -1.4736 3.2358 -0.4220
H -2.8107 0.5366 1.9826
H -5.4578 0.3244 1.5519
H -6.0892 2.4735 -0.0040
H 1.5353 -0.0567 -1.3987
H 0.4896 -1.4781 -1.4475
H 4.0542 -1.0365 -1.9771
H 5.4565 -3.1097 -0.9594
H 3.7180 -4.3561 0.7303
H -0.2736 -2.9051 -0.2305
H -0.9439 -3.1518 1.3935
H -6.0796 -1.1785 -1.5817
H -5.1972 0.8092 -2.7861
H -2.8416 1.4256 -2.6362
H -1.2475 0.1215 -1.3119
H 2.7665 2.1196 -0.7705
*
```

Calculated values
Relative energy (zero: lowest compared OMol25 entry of this formula, charge and spin) (kcal/mol): 82.9
HOMO-LUMO gap (eV): 8.82
Highest occupied orbital energy (hartree): -0.3015
E_LUMO (eV): 0.6140

Results of the Mulliken charge analysis, in e, for atoms 1 through 4: -0.800 -0.484 0.353 -0.610

Entry from the OMol25 dataset: C27H25N6O6RuS as an isolated structure (ωB97M-V/def2-TZVPD).

```
! RIJCOSX wB97M-V def2-TZVPD def2/J DEFGRID3
* xyz 1 5
Ru -0.2892 1.0912 -1.2221
C -4.5787 -2.0222 -2.4106
C -4.6574 -0.6589 -2.1356
C -3.5546 0.1490 -2.3190
C -2.3657 -0.3954 -2.8190
C -2.2916 -1.7672 -3.1063
C -3.3950 -2.5718 -2.8901
N -1.2488 0.4345 -2.9514
C -0.3922 0.3059 -4.0012
C -0.7044 -0.2831 -5.2415
C 0.2506 -0.3070 -6.2309
C 1.5220 0.2443 -6.0229
C 1.8451 0.8446 -4.8158
C 0.8904 0.8732 -3.8227
N 1.0813 1.4292 -2.5330
N 2.1268 2.0953 -2.3033
C 2.1142 2.6055 -1.0110
C 3.1828 3.3772 -0.5797
C 3.1397 3.9102 0.6900
C 2.0407 3.6457 1.4990
C 1.0208 2.8565 1.0150
N 1.0392 2.3495 -0.2246
H -5.4367 -2.6593 -2.2385
H -5.5855 -0.2311 -1.7788
H -3.6036 1.2130 -2.1268
H -1.3483 -2.1900 -3.4267
H -3.3304 -3.6343 -3.0880
H -1.6980 -0.6728 -5.4161
H 0.0125 -0.7467 -7.1909
H 2.2559 0.2090 -6.8176
H 2.8196 1.2750 -4.6320
H 4.0119 3.5351 -1.2560
H 3.9529 4.5230 1.0554
H 1.9775 4.0432 2.5016
H 0.1769 2.5968 1.6360
C 1.2875 2.4178 5.5813
C 0.9481 1.1015 4.9282
C 1.9398 0.2793 4.4027
C 1.6352 -0.9755 3.8905
C 0.3203 -1.4057 3.9018
C -0.6927 -0.5970 4.4077
C -0.3746 0.6558 4.9016
S -0.0730 -3.0558 3.4163
O -1.1017 -3.4805 4.3141
O 1.1462 -3.7985 3.2695
N -0.7267 -2.9689 1.9077
C 0.0313 -3.4438 0.7471
C 1.1913 -2.5782 0.2306
C 0.7024 -1.2503 -0.2751
O 0.5450 -1.0843 -1.5213
O 0.3996 -0.3196 0.5310
H 2.3414 2.6642 5.4604
H 1.0805 2.3687 6.6520
H 0.6852 3.2356 5.1800
H 2.9723 0.6103 4.4205
H 2.4115 -1.6283 3.5118
H -1.7102 -0.9676 4.4533
H -1.1578 1.2806 5.3187
H -1.2627 -2.1243 1.7605
H -0.6893 -3.5754 -0.0613
H 0.4179 -4.4263 1.0015
H 1.6499 -3.0992 -0.6082
H 1.9264 -2.4423 1.0233
O -2.8600 0.9799 2.0687
N -2.0179 1.1881 1.2991
O -1.9459 0.9724 0.1014
*
```

Calculated values
Expectation value of S²: 6.07
Relative energy (zero: lowest compared OMol25 entry of this formula, charge and spin) (kcal/mol): 5.1
HOMO-LUMO gap (alpha / beta) (eV): 6.73 / 5.61
Highest occupied orbital energy (alpha / beta) (hartree): -0.4117 / -0.4174
E_LUMO (alpha / beta) (eV): -4.4717 / -5.7493

Results of the Mulliken charge analysis, in e, for atoms 1 through 4: 0.276 -0.467 -0.787 -0.316

Entry from the OMol25 dataset: C27H26Br2F10N5RuSbSe as an isolated structure (ωB97M-V/def2-TZVPD).

```
! RIJCOSX wB97M-V def2-TZVPD def2/J DEFGRID3
* xyz 1 2
Ru 0.2585 -0.3700 0.1730
C -2.7127 -1.0158 -0.4857
N -1.8171 0.0030 0.0670
C -2.2711 0.3860 1.4177
C -1.5007 -0.4657 2.4336
N -0.0972 -0.2821 2.1184
C 0.7859 -0.1408 3.1395
C 0.7725 -0.9477 4.2951
F -0.1461 -1.9263 4.3836
C 1.7487 -0.8439 5.2723
F 1.7324 -1.6645 6.3174
C 2.7706 0.0973 5.1491
F 3.7089 0.1881 6.0845
C 2.8016 0.9314 4.0316
F 3.7680 1.8372 3.8950
C 1.8199 0.8106 3.0661
F 1.8173 1.6427 2.0006
C -1.7192 1.1747 -0.8176
C -0.9868 0.8341 -2.1138
N 0.1511 -0.0324 -1.8501
C 0.9269 -0.3686 -2.8971
C 1.9613 -1.3238 -2.7271
F 1.9773 -2.0368 -1.5710
C 2.9021 -1.6400 -3.6851
F 3.8597 -2.5150 -3.3882
C 2.8257 -1.0598 -4.9500
F 3.7166 -1.3493 -5.8879
C 1.7653 -0.1919 -5.2096
F 1.6225 0.3364 -6.4196
C 0.8526 0.1481 -4.2218
F -0.1117 1.0105 -4.5829
H -3.6929 -0.5836 -0.7201
H -2.8535 -1.8126 0.2478
H -2.2927 -1.4543 -1.3926
H -3.3538 0.2601 1.5284
H -2.0190 1.4344 1.6063
H -1.7926 -1.5251 2.3513
H -1.7226 -0.1158 3.4480
H -1.1528 1.9482 -0.2826
H -2.7131 1.5777 -1.0534
H -0.6526 1.7773 -2.5619
H -1.6677 0.3508 -2.8265
Br 1.2927 3.9281 -1.3665
C 1.2695 4.6424 0.4425
Br -0.2202 3.9495 1.4311
H 1.1646 5.7233 0.3644
H 2.1831 4.3455 0.9549
C -0.9247 -4.4320 1.7780
Sb 0.0832 -3.3196 0.2149
C 1.8163 -4.5889 0.0064
C -0.9637 -4.1657 -1.4754
H -0.7087 -5.4839 1.6325
H -1.9977 -4.2801 1.7245
H -0.5663 -4.1239 2.7552
H 1.5257 -5.5976 0.2800
H 2.6327 -4.2591 0.6388
H 2.1415 -4.5701 -1.0286
H -0.7086 -5.2179 -1.5193
H -0.6451 -3.6830 -2.3935
H -2.0367 -4.0622 -1.3590
Se 3.0318 1.0470 -0.6518
N 2.2512 -0.3543 0.3259
C 3.2159 -0.9102 1.0860
C 3.0495 -1.9628 1.9809
C 4.1570 -2.4568 2.6772
C 5.4115 -1.9118 2.4929
C 5.6055 -0.8449 1.6114
C 4.5193 -0.3268 0.9163
N 4.5925 0.7144 0.0725
H 2.0624 -2.3795 2.1439
H 4.0203 -3.2790 3.3603
H 6.2611 -2.3081 3.0257
H 6.5820 -0.4183 1.4614
*
```

Calculated values
Expectation value of S²: 0.90
Relative energy (zero: lowest compared OMol25 entry of this formula, charge and spin) (kcal/mol): 12.0
HOMO-LUMO gap (alpha / beta) (eV): 5.97 / 6.03
Highest occupied orbital energy (alpha / beta) (hartree): -0.3768 / -0.3778
E_LUMO (alpha / beta) (eV): -4.2818 / -4.2513

Results of the Mulliken charge analysis, in e, for atoms 1 through 4: -0.082 -1.339 0.925 -1.131